No. 1
# C18H19N3O4S2

C18H19N3O4S2 in the gas phase (wB97M-V/def2-TZVPD, OMol25).

The relative energy (zero: lowest compared OMol25 entry of this formula, charge and spin) is 1.110 eV. As for the spin multiplicity: 1. The HOMO energy comes out at -7.79 eV.

Last column: Mulliken charge in e.
Geometry (Å):
C: 2.8914 3.4393 0.7984  -0.867
C: 1.7056 2.8870 0.6344  0.350
C: 0.9493 2.8894 -0.6608  -1.461
N: 0.4325 1.5648 -0.9749  0.044
C: 1.2729 0.5925 -1.3951  0.541
N: 0.9032 -0.6280 -1.6416  -0.489
C: -0.3904 -0.9139 -1.4272  0.496
C: -1.3634 -0.0162 -1.0047  -0.239
C: -2.6417 -0.6571 -0.8596  0.387
C: -2.5653 -1.9867 -1.1705  -0.763
S: -0.9966 -2.5167 -1.6427  -0.234
H: -3.3697 -2.6939 -1.1491  0.561
C: -3.9036 -0.0816 -0.4533  0.248
C: -4.3267 1.1937 -0.1780  -0.236
C: -5.6982 1.0962 0.1435  -0.607
C: -6.0176 -0.2224 0.0415  -0.541
O: -4.9475 -0.9452 -0.3179  -0.388
H: -6.9363 -0.7540 0.1939  0.469
H: -6.3527 1.8997 0.4120  0.469
H: -3.7290 2.0792 -0.1973  0.700
C: -0.9427 1.3370 -0.7328  0.412
O: -1.6237 2.2560 -0.3257  -0.701
S: 2.9438 1.0251 -1.6584  -0.123
C: 3.7170 -0.6110 -1.8559  -0.676
H: 4.7057 -0.4035 -2.2620  0.444
H: 3.1165 -1.1968 -2.5473  0.363
C: 3.8439 -1.2448 -0.4732  0.635
O: 4.7884 -1.0275 0.2523  -0.672
N: 2.8172 -2.0592 -0.1621  -0.084
H: 2.0139 -2.0637 -0.7791  0.223
C: 2.6128 -2.5343 1.1859  -0.922
H: 3.3237 -2.0031 1.8248  0.433
H: 2.8143 -3.6100 1.2448  0.304
C: 1.1809 -2.2791 1.6488  -0.412
O: 0.8796 -0.9049 1.5364  -0.118
C: -0.3367 -0.5659 2.1525  -0.853
H: -0.5030 0.4945 1.9743  0.128
H: -0.2971 -0.7521 3.2325  0.398
H: -1.1733 -1.1356 1.7289  0.339
H: 1.0782 -2.6070 2.6936  0.459
H: 0.4754 -2.8647 1.0356  0.240
H: 0.0703 3.5380 -0.5712  0.426
H: 1.5793 3.2361 -1.4841  0.592
H: 1.1986 2.3976 1.4545  0.188
H: 3.3916 3.4327 1.7505  0.268
H: 3.4091 3.9202 -0.0147  0.270

No. 2
# C12H36O6

6 unconnected molecules or ions with the total composition C12H36O6 (wB97M-V/def2-TZVPD, OMol25).

The relative energy (zero: lowest compared OMol25 entry of this formula, charge and spin) is 3.178 eV. As for the spin multiplicity: 1. The HOMO energy comes out at -9.36 eV.

Last column: Mulliken charge in e.
Geometry (Å):
C: -19.0021 17.0605 -28.1776  -0.588
C: -19.4551 18.2345 -27.2557  0.158
O: -18.6600 19.2998 -27.5938  -0.747
H: -19.5963 16.1605 -28.0196  0.419
H: -17.9465 16.8092 -28.0747  -0.309
H: -19.0106 17.3808 -29.2194  0.291
H: -19.2189 18.0630 -26.2055  0.163
H: -20.5104 18.5060 -27.2803  0.126
H: -18.9153 20.0926 -27.1165  0.465
C: -13.8813 17.9565 -28.7259  -1.253
C: -15.3303 18.5975 -28.7272  -0.207
O: -15.9647 18.4726 -27.4657  -0.359
H: -13.4436 17.8867 -29.7217  0.339
H: -13.9489 17.0178 -28.1761  0.229
H: -13.2547 18.6464 -28.1606  0.406
H: -15.7871 18.1490 -29.6094  0.348
H: -15.1910 19.6502 -28.9731  0.299
H: -16.8830 18.7374 -27.5565  0.386
C: -22.6436 19.3965 -25.1842  -0.695
C: -23.7278 20.1911 -24.4904  -0.433
O: -24.0853 21.3830 -25.0377  -0.502
H: -21.7444 20.0002 -25.3070  -0.012
H: -22.9050 18.9049 -26.1213  0.348
H: -22.4125 18.5072 -24.5978  0.401
H: -23.4134 20.4504 -23.4795  0.317
H: -24.5894 19.5364 -24.3597  0.292
H: -24.6704 21.8623 -24.4464  0.316
C: -15.9469 16.5225 -23.1154  -1.321
C: -16.2392 17.1268 -24.4487  0.123
O: -15.5396 16.4429 -25.3780  -0.468
H: -16.5934 17.0396 -22.4064  0.379
H: -14.9186 16.7380 -22.8250  0.303
H: -16.1689 15.4553 -23.1174  0.313
H: -16.0033 18.1909 -24.4350  0.296
H: -17.3025 17.1454 -24.6879  0.047
H: -15.3621 17.0630 -26.0891  0.292
C: -15.5471 14.4792 -28.5238  -0.915
C: -15.4560 14.7400 -30.0068  -0.008
O: -14.1751 14.3507 -30.5612  -0.555
H: -16.4794 14.9150 -28.1645  0.151
H: -14.7381 14.6497 -27.8135  0.264
H: -15.7595 13.4117 -28.4643  0.416
H: -15.3191 15.8013 -30.2141  0.008
H: -16.2686 14.3582 -30.6248  0.338
H: -14.1842 14.5719 -31.4953  0.294
C: -21.0818 22.0525 -28.0136  -0.884
C: -19.6711 22.2136 -27.5096  -0.394
O: -19.5915 21.2846 -26.3849  -0.701
H: -21.7818 22.2951 -27.2141  0.321
H: -21.1943 21.0117 -28.3172  0.199
H: -21.2273 22.6544 -28.9107  0.368
H: -19.5529 23.2426 -27.1700  0.342
H: -18.9819 21.9862 -28.3228  0.324
H: -20.3055 21.5818 -25.8163  0.272

Table of calculated total energy (Ha), in record order: -1958.916589; -930.126213